C3H4N4O | ωB97M-V/def2-TZVPD

Geometry as XYZ:
```
12
Properties=species:S:1:pos:R:3:forces:R:3
H 0.758 0.000 1.527 0.926 0.216 2.436
H -0.419 0.138 -2.419 0.024 -1.549 0.932
N 1.165 -1.945 0.695 -1.890 4.625 -1.194
C -0.082 0.017 -0.257 0.352 -0.443 0.454
H -0.693 3.002 0.784 -0.331 -5.185 2.172
H -1.477 1.277 1.737 2.909 2.191 -2.388
O 0.950 -2.473 -0.643 -0.588 0.927 0.974
N -0.583 1.737 1.119 -2.002 3.960 1.413
N 0.404 -1.724 -1.643 -1.404 1.531 -2.040
C -0.182 -0.527 -1.534 3.129 -3.444 -1.090
C 0.660 -0.689 0.760 0.704 -4.590 -1.042
N -0.501 1.187 -0.126 -1.828 1.760 -0.628
```
Forces are in eV/Å.

gap between HOMO and LUMO: 8.07 eV
highest occupied orbital energy: -8.501 eV
calculated total energy: -11176.01704 eV
net charge: 0

Atom charges from the Löwdin analysis, given in e for atoms 1 to 6: 0.077, 0.148, 0.138, -0.394, 0.212, 0.169

***

C16H18FeIN2O2S | ωB97M-V/def2-TZVPD

Geometry as XYZ:
```
41
Properties=species:S:1:pos:R:3:forces:R:3
H -3.497 -2.600 1.168 -0.002 -0.071 0.003
H 4.824 -1.455 1.446 -0.005 0.001 0.007
C -0.538 2.820 0.926 -1.364 1.795 0.778
H -4.876 2.525 -1.039 -0.007 -0.009 -0.028
C -0.479 1.713 0.111 0.187 -1.184 -0.798
O -1.656 0.459 -1.494 1.054 -3.704 -1.913
H -1.628 -4.882 0.226 -0.070 0.014 0.033
H -1.851 4.423 1.595 0.103 -0.040 0.013
C 0.746 0.911 0.040 -1.069 1.332 0.401
C -0.926 -4.065 0.080 0.077 0.174 -0.117
S -1.858 -2.645 -0.556 0.324 0.299 -0.202
H 2.649 -0.320 1.476 0.008 0.000 -0.015
H 2.027 4.198 0.847 -0.001 -0.033 0.009
C 2.536 -1.667 -1.622 -0.084 0.044 -0.019
H 4.055 -2.897 -2.511 0.008 -0.010 -0.007
C 2.127 -0.909 -0.526 0.047 0.003 0.025
O 1.839 3.299 1.139 0.179 0.043 -0.096
I 1.253 -1.853 -3.278 -0.072 -0.003 0.234
C 4.184 -1.507 0.577 -0.003 -0.018 -0.019
C -1.644 1.402 -0.677 -0.366 2.668 2.027
Fe -0.523 -1.014 -1.557 -1.021 1.047 0.426
N 0.869 -0.215 -0.567 -0.292 -1.275 -0.794
H -0.432 -3.804 1.012 0.021 0.023 0.007
C -1.761 3.555 0.949 1.323 -0.640 0.063
C 4.584 -2.229 -0.538 -0.048 -0.020 -0.102
H 0.712 2.538 2.642 0.017 0.008 0.003
C 2.961 -0.857 0.590 -0.121 0.090 -0.018
H -2.972 -0.967 0.731 0.005 -0.010 -0.047
N -2.857 3.273 0.231 0.212 -0.208 -0.038
H 1.624 1.336 0.513 0.011 0.065 0.036
H -4.272 0.891 -1.428 -0.028 -0.013 -0.022
H -1.926 -1.985 1.765 0.018 0.014 -0.003
C 3.751 -2.323 -1.648 0.108 -0.020 0.119
H -3.838 2.256 -2.450 -0.041 -0.036 0.044
C -2.634 -1.980 0.940 0.122 0.071 -0.110
C 0.603 3.253 1.822 -0.234 0.065 0.093
H 5.540 -2.734 -0.547 -0.002 0.004 -0.006
C -2.847 2.241 -0.578 1.205 -0.394 0.257
C -4.032 1.954 -1.415 -0.164 -0.061 -0.211
H 0.357 4.215 2.275 -0.001 -0.033 0.013
H -0.194 -4.356 -0.671 -0.031 0.021 -0.023
```
Forces are in eV/Å.

gap between HOMO and LUMO (alpha / beta): 5.34 / 5.36 eV
highest occupied orbital energy (alpha / beta): -14.677 / -14.554 eV
calculated total energy: -77264.87125 eV
expectation value of S²: 0.81
net charge: +2
multiplicity: 2

Atom charges from the Löwdin analysis, given in e for atoms 1 to 6: 0.069, 0.129, -0.114, 0.101, -0.033, -0.055

***

C5H14O | ωB97M-V/def2-TZVPD

Geometry as XYZ:
```
20
Properties=species:S:1:pos:R:3:forces:R:3
H -1.011 1.515 0.344 1.144 -1.766 0.848
C -2.051 0.290 -0.809 -2.319 0.599 -0.814
H 2.182 -0.525 0.511 1.211 0.370 0.858
H 2.449 0.151 -1.565 -0.034 0.457 -0.552
H 0.341 -1.285 0.454 1.036 -0.574 0.422
H 1.508 1.046 1.024 -0.363 2.111 2.993
H -1.654 0.415 -1.853 -0.656 0.425 0.980
C 1.583 0.341 0.317 1.230 -3.284 -0.609
C -0.970 0.359 0.254 -2.006 0.418 -0.415
H -1.517 -0.166 1.114 1.426 1.297 -0.305
H -2.826 1.065 -0.441 1.171 -0.799 -1.442
H -2.720 -0.600 -0.841 1.001 -0.045 0.196
C 0.293 -0.351 -0.114 -1.840 1.510 -1.665
H 2.562 1.750 -0.681 0.505 0.663 -0.081
C 1.935 0.939 -1.025 1.378 -1.341 0.435
H 1.064 1.282 -1.448 -1.514 1.397 -1.827
O -0.276 -2.104 2.121 1.938 -3.440 -2.826
H 0.429 -0.532 -1.206 -1.009 -0.786 0.701
H -0.613 -1.416 2.591 -1.766 3.117 2.049
H -0.708 -2.173 1.253 -0.532 -0.326 1.054
```
Forces are in eV/Å.

gap between HOMO and LUMO (alpha / beta): 12.97 / 5.91 eV
highest occupied orbital energy (alpha / beta): -15.851 / -15.803 eV
calculated total energy: -7447.09003 eV
expectation value of S²: 0.75
net charge: +1
multiplicity: 2

Atom charges from the Löwdin analysis, given in e for atoms 1 to 6: 0.177, -0.118, 0.135, 0.125, 0.130, 0.096

***

C5H5Br2NS | ωB97M-V/def2-TZVPD

Geometry as XYZ:
```
14
Properties=species:S:1:pos:R:3:forces:R:3
C 1.206 0.689 -2.214 1.066 0.729 -0.466
C -1.757 0.410 0.240 -0.231 2.555 0.980
C 0.996 1.898 -1.586 -1.634 -2.534 -0.373
Br -3.333 1.232 -0.682 0.235 0.098 0.066
S 0.228 -0.581 -1.608 -0.387 1.681 0.294
H -1.794 2.247 1.598 0.562 1.048 -0.643
N -0.040 1.851 -0.649 1.077 0.914 -1.004
H -0.782 0.886 2.184 -0.200 -0.086 0.733
H 1.882 0.516 -3.070 -0.401 0.107 0.756
C -0.555 0.696 -0.635 -0.611 -1.707 1.172
H -2.728 0.965 2.171 1.494 -0.415 0.262
H 1.269 2.817 -1.995 0.946 1.336 -0.073
Br -2.099 -1.442 0.171 -0.193 -0.970 0.934
C -1.714 1.203 1.742 -1.724 -2.756 -2.637
```
Forces are in eV/Å.

gap between HOMO and LUMO: 9.50 eV
highest occupied orbital energy: -9.295 eV
calculated total energy: -157675.29951 eV
net charge: 0

Atom charges from the Löwdin analysis, given in e for atoms 1 to 6: -0.418, -1.191, -0.187, 0.619, 0.959, 0.034

***

F_max (eV Å⁻¹)
5.6; 4.3; 4.9; 4.2
Energy relative to the best compared isomer or geometry (same formula, charge and spin) (kcal/mol)
183.4; 0.0; 51.5; 0.0